ORCA calculation (ωB97M-V/def2-TZVPD) on C42H35Cl2IrNO2P2 as an isolated structure in a non-equilibrium geometry.

Computed properties:
- ΔE to the lowest compared entry with this formula, charge and spin (eV) = 1.875
- maximum force (eV/A) = 1.91
- E_HOMO (eV) = -10.30
- net charge = +1

The geometry in XYZ format:
```
85
Properties=species:S:1:pos:R:3:forces:R:3:mulliken_charge:R:1
Ir 0.571788 0.018858 0.906389 1.85 0.01 -0.48 1.29
Cl 2.355978 -1.669641 3.327694 0.07 0.07 0.00 -0.02
C 3.616914 -0.557418 2.788703 0.03 -0.16 0.18 -0.50
Cl 3.358295 -0.009274 1.115365 -0.63 -0.08 -0.10 0.09
H 4.560251 -1.089542 2.809308 0.05 0.06 -0.01 0.49
H 3.612633 0.317410 3.427372 -0.06 0.03 -0.01 0.37
N 0.589587 -1.811491 -1.345922 0.31 -0.47 -0.20 0.49
P 0.890865 -2.190218 0.238503 -0.38 -0.07 -0.57 -1.05
C 2.431137 -3.126737 0.153879 0.06 -0.03 0.33 1.00
C 2.605404 -4.267196 0.934887 0.05 -0.03 0.01 -0.66
C 3.765682 -5.020381 0.818427 -0.05 0.06 0.02 -0.72
C 4.756442 -4.630755 -0.069716 0.02 0.00 -0.03 -0.57
C 4.594131 -3.485855 -0.841471 0.03 -0.01 0.03 -0.84
C 3.438630 -2.732912 -0.727510 -0.07 -0.03 -0.05 0.03
C -0.329036 -3.323167 0.921946 -0.06 -0.14 -0.02 0.75
C -0.850739 -4.332164 0.115285 0.02 -0.05 0.04 -0.25
C -1.839682 -5.169281 0.604963 -0.01 0.01 0.00 -0.82
C -2.307114 -5.006728 1.903267 0.00 0.00 0.00 -0.53
C -1.790109 -4.004206 2.711268 0.00 0.01 -0.03 -0.77
C -0.807845 -3.157413 2.217491 0.00 0.02 0.04 -0.24
P -0.318837 -0.305454 -1.284803 0.03 -0.85 0.18 0.81
C 0.138049 0.119136 -3.004016 0.13 0.43 0.20 0.19
C -0.799427 0.673780 -3.878515 0.02 0.00 0.04 -0.82
C -0.440484 0.980708 -5.179646 -0.01 -0.01 -0.02 -0.87
C 0.864628 0.781810 -5.613413 -0.02 0.00 -0.02 -0.54
C 1.811345 0.271347 -4.741251 -0.02 0.00 0.05 -0.78
C 1.447113 -0.059995 -3.442106 0.01 -0.07 -0.03 -0.23
C -1.977222 -1.082555 -1.236526 -0.05 0.08 -0.42 1.14
C -2.710950 -1.170184 -0.058556 -0.04 0.12 0.03 -0.34
C -3.915815 -1.861430 -0.029551 0.01 -0.01 0.04 -0.81
C -4.403490 -2.473621 -1.172892 0.05 0.02 -0.04 -0.73
C -3.669892 -2.405214 -2.350417 -0.02 -0.01 0.07 -0.86
C -2.465508 -1.719862 -2.379070 0.06 -0.03 -0.01 -0.93
H 0.645656 -2.448839 -2.134049 -0.17 -0.10 0.09 0.41
H 1.831098 -4.577556 1.625017 0.00 -0.01 -0.01 0.46
H 3.890027 -5.912034 1.418256 0.00 0.00 -0.01 0.44
H 5.656224 -5.223965 -0.168093 0.00 0.01 0.01 0.41
H 5.370331 -3.180771 -1.530736 -0.01 -0.01 -0.01 0.45
H 3.310361 -1.845410 -1.333158 0.00 -0.01 0.00 0.10
H -0.492388 -4.464699 -0.899381 -0.01 0.02 -0.01 0.37
H -2.249343 -5.947130 -0.025661 0.00 0.00 0.00 0.45
H -3.079826 -5.661962 2.283708 0.00 0.00 0.00 0.41
H -2.160270 -3.872234 3.719401 0.01 -0.01 0.00 0.45
H -0.426433 -2.356988 2.841204 0.00 0.03 -0.02 0.29
H -1.810223 0.862238 -3.543078 0.00 -0.01 0.00 0.48
H -1.180763 1.388251 -5.855534 0.00 -0.01 0.00 0.43
H 1.140661 1.031587 -6.629489 0.00 0.00 0.01 0.42
H 2.833238 0.129701 -5.067233 0.00 0.01 0.01 0.46
H 2.193713 -0.455197 -2.766492 -0.01 -0.02 0.01 0.28
H -2.348653 -0.703340 0.847512 0.04 0.00 0.02 0.27
H -4.470848 -1.922387 0.897979 0.00 0.01 -0.01 0.49
H -5.348058 -3.001244 -1.149642 0.02 -0.01 0.01 0.43
H -4.032933 -2.888886 -3.248146 0.00 0.01 0.00 0.46
H -1.901298 -1.699190 -3.303512 0.01 0.04 0.00 0.43
C 1.721959 5.443649 0.660262 0.02 -0.08 -0.11 -0.71
C 1.994999 4.313796 -0.144430 0.02 0.13 -0.01 -0.78
C 1.796951 3.053578 0.340869 -0.16 -0.03 0.09 -0.24
C 1.314806 2.846554 1.661726 0.18 -0.16 0.02 0.85
C 1.044910 1.545375 2.193842 -0.39 0.79 0.06 0.87
C 0.632708 1.404496 3.490018 0.21 0.06 0.11 -0.72
C 0.438253 2.545202 4.312004 0.13 -0.18 0.06 -0.96
C 0.617815 3.794096 3.805177 0.00 0.08 -0.02 -1.01
C 1.067707 3.976877 2.471658 0.10 0.14 0.07 1.33
C 1.272290 5.275018 1.935454 -0.03 -0.06 0.10 -0.96
H 1.878236 6.438112 0.263166 0.00 -0.01 0.00 0.44
H 2.375149 4.452461 -1.148821 -0.02 0.00 0.00 0.46
H 2.009510 2.195260 -0.285312 -0.02 -0.02 -0.02 0.11
H 0.443670 0.424176 3.913561 -0.23 0.01 -0.05 0.35
H 0.108045 2.408833 5.333869 0.03 0.00 0.01 0.45
H 0.423876 4.668018 4.415458 0.00 0.00 -0.01 0.40
H 1.068097 6.133430 2.564696 0.01 -0.01 0.00 0.44
O -0.961861 1.362309 0.955148 -0.90 -0.02 0.36 -0.25
C -1.330467 1.920655 -0.111815 0.14 0.02 -0.19 0.50
O -1.071898 1.428210 -1.252696 -0.19 0.54 0.22 -0.58
C -2.039346 3.206914 -0.016633 -0.25 -0.11 -0.02 0.29
C -1.822927 4.188186 -0.977609 -0.03 -0.03 -0.06 -0.34
C -2.486795 5.398744 -0.871259 -0.02 0.03 0.00 -0.83
C -3.377554 5.614229 0.172643 0.01 -0.01 0.01 -0.44
C -3.604307 4.624084 1.120487 0.02 0.00 -0.02 -0.92
C -2.927231 3.419414 1.033557 0.07 0.07 0.10 -0.24
H -1.130821 4.002473 -1.788668 -0.01 -0.01 0.00 0.51
H -2.319942 6.172201 -1.608948 0.02 0.00 0.02 0.44
H -3.898435 6.559775 0.249327 0.00 -0.01 -0.02 0.43
H -4.307616 4.791961 1.925074 0.01 0.00 0.00 0.44
H -3.082779 2.641649 1.769980 0.02 0.01 0.00 0.54
```
Positions in Å, forces in eV/Å.